17
Properties=species:S:1:pos:R:3 method="wB97M-V/def2-TZVPD" orbital_gap_ev=8.8 e_above_lowest_kj_mol=171.3 homo_ev=-8.0 e_tot_ev=-12389.16049
H -1.23025 2.39460 -0.31032
H 0.31032 2.43900 -1.16391
N 0.75255 -0.24366 -0.61896
H 1.05811 -2.97437 -1.66724
H 1.82648 -2.63722 -0.28967
H -0.17730 2.15000 1.97279
H 0.80555 3.38682 1.18837
O -1.42356 -0.12277 0.02607
C 0.22434 -1.48226 -0.42487
O -1.87219 -2.32402 0.26171
H 1.36319 1.72834 1.21693
C -0.22539 2.06122 -0.25078
C -1.01345 -1.38147 -0.03489
C 0.45644 2.34566 1.12059
C -0.23102 0.57155 -0.32474
N 0.86411 -2.70083 -0.69407
H -1.48793 -3.21061 -0.00700